C8H8O2P | the ωB97M-V functional and the def2-TZVPD basis

Its energy above the lowest of the compared OMol25 structures with the same formula, charge and spin is 58.59 kcal per mole. The SMILES is C=[P@H]([O-])C(=O)c1ccccc1. The calculation puts the molar mass at 167.12 Da. As for the charge: -1. The value obtained for the total energy is -21808.329 eV. The value obtained for the HOMO-LUMO gap is 6.3 eV.

Geometry as XYZ:
```
19
Properties=species:S:1:pos:R:3:forces:R:3:lowdin_charge:R:1
P -0.208 -1.305 -2.147 2.320 -1.519 0.345 0.4577
O 1.007 -0.669 -2.735 0.539 0.684 0.020 -0.4706
O -2.448 -0.378 -1.184 0.621 1.041 0.396 -0.0310
C -0.974 1.563 0.756 -1.239 -1.769 -0.023 -0.0481
C -1.229 -0.235 -1.059 -0.935 -1.183 0.509 -0.4325
C -0.284 2.088 1.792 3.023 2.764 1.775 -0.1269
C 1.021 1.623 2.051 -0.949 -1.543 -0.388 -0.1057
C 1.529 0.538 1.298 2.433 3.358 2.814 -0.0975
C 0.759 0.026 0.335 1.586 -4.831 -3.225 -0.1044
C -0.051 -2.843 -1.339 -1.469 1.165 -0.667 -0.3135
C -0.538 0.362 0.127 -1.417 2.901 -0.443 -0.1733
H -1.122 -1.458 -3.108 -1.658 -0.394 -1.077 -0.0043
H -1.147 -3.011 -1.158 0.905 -0.712 0.418 -0.0379
H 1.604 1.980 2.880 0.160 0.479 0.084 0.0789
H 2.640 0.467 1.502 -1.387 -1.048 -0.765 0.1194
H -1.931 1.999 0.608 -0.842 0.025 -0.808 0.0980
H 1.154 -0.853 -0.391 -0.549 2.329 2.110 0.1198
H 0.669 -3.009 -0.529 -0.486 0.183 -0.162 -0.0511
H -0.450 3.115 2.303 -0.656 -1.931 -0.912 0.1229
```
Forces are in eV/Å.


C8H8O3 | the ωB97M-V functional and the def2-TZVPD basis

Its energy above the lowest of the compared OMol25 structures with the same formula, charge and spin is 111.20 kcal per mole. The SMILES is Cc1ccc(O)c(C(=O)O)c1. The calculation puts the molar mass at 152.15 Da. As for the charge: 0. The value obtained for the total energy is -14563.926 eV. The value obtained for the HOMO-LUMO gap is 8.6 eV.

Geometry as XYZ:
```
19
Properties=species:S:1:pos:R:3:forces:R:3:lowdin_charge:R:1
O -1.959 -2.341 0.667 1.072 1.880 1.886 -0.0005
O 0.494 -2.185 -1.241 0.726 -3.881 -3.834 -0.0314
O -2.514 -0.164 1.185 5.823 -3.610 -0.914 -0.0286
C -0.140 -0.417 0.262 -1.098 0.809 -0.244 -0.0141
C 1.735 1.292 -1.031 -2.274 -1.561 1.712 0.0045
C 0.975 1.855 0.086 0.687 -2.930 -1.257 -0.2967
C -1.522 -0.970 0.851 -5.586 1.473 -0.886 -0.2482
C 1.530 -0.078 -1.503 2.156 2.260 1.575 -0.0204
C 0.763 -0.987 -0.735 -1.888 2.353 -1.673 -0.3197
C -0.054 1.003 0.546 2.021 -2.718 -0.025 -0.0204
C 1.132 3.162 0.798 -1.733 2.937 0.467 -0.0986
H -0.070 3.175 1.210 3.733 1.178 -0.495 0.1388
H 2.417 1.948 -1.501 0.823 0.338 -0.673 0.0816
H -0.693 1.221 1.365 -0.604 0.964 0.339 0.0888
H 2.266 -0.427 -2.299 -1.437 0.257 0.964 0.1237
H 1.322 4.051 0.056 -0.781 -1.597 1.141 0.0855
H 1.967 3.470 1.636 -2.167 -1.806 -1.769 0.1188
H -2.714 -2.523 1.332 1.581 1.000 -1.627 0.1451
H 0.826 -2.555 -2.339 -1.054 2.655 5.314 0.2920
```
Forces are in eV/Å.


C8H8O4 | the ωB97M-V functional and the def2-TZVPD basis

Its energy above the lowest of the compared OMol25 structures with the same formula, charge and spin is 37.43 kcal per mole. The SMILES is COC(=O)c1ccc(O)cc1O. The calculation puts the molar mass at 168.15 Da. As for the charge: 0. The value obtained for the total energy is -16614.270 eV. The value obtained for the HOMO-LUMO gap is 9.5 eV.

Geometry as XYZ:
```
20
Properties=species:S:1:pos:R:3:forces:R:3:lowdin_charge:R:1
O 1.260 -1.381 1.948 -2.245 1.712 -4.776 -0.0122
O 0.023 -2.267 0.298 0.201 -0.021 -0.832 0.0032
O -1.134 3.641 -1.016 -0.033 0.531 -0.717 0.0574
O -0.329 -0.879 -1.821 -0.119 -0.883 -1.416 0.0929
C 0.598 -1.216 0.821 2.353 -2.633 5.965 -0.3715
C -0.572 1.475 -1.576 0.804 -2.175 1.328 0.0858
C 0.377 -3.516 0.873 -2.080 0.031 -1.126 -0.0115
C 0.409 1.109 1.024 0.136 2.274 1.390 0.0085
C 0.259 0.027 0.208 1.175 0.171 1.370 -0.1349
C -0.530 2.489 -0.635 -1.106 1.206 -1.706 -0.3603
C -0.145 0.196 -1.058 -2.450 1.927 -3.339 -0.2565
C -0.013 2.391 0.624 2.307 0.034 3.005 -0.0143
H 1.234 -3.458 1.439 1.200 0.203 2.029 0.0672
H -0.554 -3.924 1.233 0.090 -0.137 1.146 0.1068
H 0.250 3.341 1.292 -1.038 -2.215 -1.558 0.1624
H 0.617 -4.147 0.087 0.444 -1.127 -1.958 0.0719
H -0.791 -0.650 -2.649 0.417 -0.016 0.571 0.1302
H -0.970 1.535 -2.606 0.247 0.326 0.937 0.1374
H 0.838 0.850 2.011 -0.315 0.669 -0.612 0.1365
H -0.823 4.382 -0.494 0.012 0.125 0.300 0.1009
```
Forces are in eV/Å.